1.
C38H41As2CrO3S as an isolated structure. Source: the Open Molecules 2025 dataset; level of theory: wB97M-V/def2-TZVPD.

Structure (ORCA input):
```
! RIJCOSX wB97M-V def2-TZVPD def2/J DEFGRID3
* xyz -2 2
Cr -1.196 0.093 -0.399
C 1.986 -1.402 0.844
C 1.417 -0.891 2.157
As -0.257 0.163 1.816
C -1.244 -0.279 3.443
C -0.671 -0.256 4.738
C -1.460 -0.371 5.859
C -2.843 -0.514 5.746
C -3.428 -0.521 4.467
C -2.645 -0.388 3.348
C 0.331 1.953 2.273
C 1.330 2.304 3.202
C 1.640 3.626 3.437
C 0.942 4.645 2.799
C -0.087 4.313 1.910
C -0.381 2.995 1.659
As 1.950 0.093 -0.488
C 3.656 0.891 0.122
C 3.675 2.215 0.560
C 4.846 2.820 0.973
C 6.046 2.106 0.956
C 6.044 0.787 0.521
C 4.871 0.189 0.109
C 2.764 -0.816 -2.017
C 3.095 -0.020 -3.114
C 3.561 -0.578 -4.287
C 3.703 -1.958 -4.393
C 3.363 -2.761 -3.315
C 2.899 -2.195 -2.143
H 1.349 -2.199 0.459
H 2.998 -1.807 0.983
H 2.162 -0.242 2.638
H 1.183 -1.724 2.841
H 0.407 -0.154 4.832
H -0.999 -0.353 6.843
H -3.459 -0.597 6.631
H -4.501 -0.628 4.370
H -3.073 -0.377 2.346
H 1.887 1.529 3.720
H 2.444 3.874 4.122
H 1.186 5.681 2.989
H -0.653 5.096 1.420
H -1.163 2.725 0.950
H 2.743 2.772 0.567
H 4.840 3.852 1.303
H 6.971 2.576 1.268
H 6.973 0.226 0.499
H 4.882 -0.838 -0.243
H 2.937 1.051 -3.031
H 3.798 0.055 -5.134
H 4.065 -2.403 -5.314
H 3.452 -3.841 -3.393
H 2.616 -2.838 -1.319
C -0.204 -0.966 -5.071
S 0.016 0.298 -3.733
C -1.406 1.297 -4.246
H -0.046 -0.522 -6.054
H -1.202 -1.398 -5.016
H 0.546 -1.731 -4.894
H -2.303 0.685 -4.271
H -1.213 1.730 -5.227
H -1.494 2.078 -3.502
O -0.685 1.431 -1.187
O 0.237 1.948 -2.016
C -3.034 -0.056 -0.382
C -4.384 -0.129 -0.539
C -5.247 -0.999 0.211
C -6.603 -1.002 0.028
C -7.216 -0.156 -0.899
C -6.408 0.706 -1.648
C -5.051 0.722 -1.490
H -4.794 -1.657 0.944
H -7.222 -1.667 0.626
H -8.293 -0.158 -1.028
H -6.875 1.377 -2.365
H -4.430 1.394 -2.071
C -0.375 -3.402 -2.019
O -0.121 -2.223 -1.302
C -1.053 -1.793 -0.331
C -1.593 -2.892 0.565
H -0.063 -4.296 -1.458
H 0.210 -3.348 -2.938
H -1.439 -3.488 -2.264
H -1.254 -3.895 0.296
H -2.684 -2.884 0.558
H -1.273 -2.684 1.597
*
```

## Properties
- Frontier orbital gap (alpha / beta): 3.1 / 3.7 eV
- HOMO (alpha / beta): 1.27 / 0.58 eV

In the Mulliken picture, each atom carries the following charge in e: atom 1 (Cr): -1.200, atom 2 (C): -0.960, atom 3 (C): -1.396, atom 4 (As): 1.834, atom 5 (C): 0.047, atom 6 (C): -0.396, atom 7 (C): -0.653, atom 8 (C): -0.379, atom 9 (C): -0.611, atom 10 (C): -0.344, atom 11 (C): 0.672, atom 12 (C): -0.451, atom 13 (C): -0.570, atom 14 (C): -0.489, atom 15 (C): -0.712, atom 16 (C): -0.756, atom 17 (As): 0.878, atom 18 (C): -0.099, atom 19 (C): -0.246, atom 20 (C): -0.642, atom 21 (C): -0.406, atom 22 (C): -0.644, atom 23 (C): -0.457, atom 24 (C): 0.161, atom 25 (C): -0.514, atom 26 (C): -0.375, atom 27 (C): -0.576, atom 28 (C): -0.513, atom 29 (C): -0.143, atom 30 (H): 0.327, atom 31 (H): 0.868, atom 32 (H): 0.323, atom 33 (H): 0.519, atom 34 (H): 0.200, atom 35 (H): 0.357, atom 36 (H): 0.345, atom 37 (H): 0.453, atom 38 (H): 0.032, atom 39 (H): 0.107, atom 40 (H): 0.383, atom 41 (H): 0.349, atom 42 (H): 0.404, atom 43 (H): 0.259, atom 44 (H): 0.440, atom 45 (H): 0.394, atom 46 (H): 0.348, atom 47 (H): 0.363, atom 48 (H): 0.217, atom 49 (H): 0.216, atom 50 (H): 0.358, atom 51 (H): 0.320, atom 52 (H): 0.359, atom 53 (H): 0.138, atom 54 (C): -1.186, atom 55 (S): 0.831, atom 56 (C): -1.102, atom 57 (H): 0.344, atom 58 (H): 0.306, atom 59 (H): 0.214, atom 60 (H): 0.288, atom 61 (H): 0.382, atom 62 (H): 0.275, atom 63 (O): -0.163, atom 64 (O): -0.648, atom 65 (C): -0.805, atom 66 (C): 1.746, atom 67 (C): -0.385, atom 68 (C): -0.619, atom 69 (C): -0.474, atom 70 (C): -0.272, atom 71 (C): -0.902, atom 72 (H): 0.211, atom 73 (H): 0.317, atom 74 (H): 0.312, atom 75 (H): 0.318, atom 76 (H): 0.315, atom 77 (C): -1.130, atom 78 (O): 0.932, atom 79 (C): 0.391, atom 80 (C): -0.956, atom 81 (H): 0.287, atom 82 (H): 0.134, atom 83 (H): 0.287, atom 84 (H): 0.582, atom 85 (H): -0.069, atom 86 (H): 0.106

***

2.
C47H51I2N8ORbSb as an isolated structure. Source: the Open Molecules 2025 dataset; level of theory: wB97M-V/def2-TZVPD.

Structure (ORCA input):
```
! RIJCOSX wB97M-V def2-TZVPD def2/J DEFGRID3
* xyz -1 1
Rb 0.015 -0.112 -0.129
I -6.606 -4.874 -0.333
C -4.785 -3.984 -0.872
C -3.593 -4.599 -0.526
C -2.402 -3.959 -0.814
I -0.605 -4.883 -0.254
C -2.313 -2.679 -1.438
O -1.219 -2.061 -1.627
C -3.583 -2.127 -1.830
C -3.552 -0.835 -2.603
N -3.281 0.375 -1.825
C -4.348 0.739 -0.909
C -3.971 2.018 -0.204
C -4.795 3.136 -0.228
C -4.357 4.307 0.369
C -3.105 4.329 0.959
C -2.353 3.164 0.945
N -2.777 2.028 0.395
C -4.773 -2.764 -1.539
H -3.590 -5.554 -0.019
H -4.505 -0.691 -3.121
H -2.768 -0.912 -3.360
H -2.432 0.239 -1.286
H -4.572 -0.046 -0.170
H -5.262 0.901 -1.488
H -5.754 3.089 -0.728
H -4.978 5.194 0.356
H -2.704 5.225 1.413
H -1.359 3.150 1.376
H -5.708 -2.303 -1.843
C 4.829 0.099 0.398
C 5.306 -0.693 1.429
C 4.465 -1.634 2.003
C 3.166 -1.754 1.520
N 2.711 -0.997 0.526
C 3.520 -0.095 -0.019
C 2.194 -2.714 2.128
C 2.629 -3.864 2.781
C 1.687 -4.668 3.397
C 0.351 -4.322 3.323
C -0.005 -3.188 2.597
N 0.904 -2.399 2.029
C -1.438 -2.816 2.392
C -2.453 -3.764 2.478
C -3.756 -3.375 2.220
C -4.008 -2.055 1.891
C -2.935 -1.177 1.845
N -1.681 -1.543 2.086
H 5.439 0.859 -0.071
H 6.318 -0.571 1.796
H 4.805 -2.238 2.833
H 3.104 0.513 -0.818
H 3.677 -4.129 2.798
H 1.993 -5.561 3.928
H -0.401 -4.925 3.811
H -2.223 -4.800 2.684
H -4.561 -4.099 2.242
H -5.009 -1.720 1.654
H -3.077 -0.128 1.603
C 1.972 0.981 3.237
N 0.784 1.576 2.651
C -0.392 1.217 3.430
C 0.939 2.998 2.450
C 0.894 3.862 3.538
C 1.054 5.234 3.406
C 1.278 5.743 2.129
C 1.340 4.903 1.036
C 1.173 3.496 1.139
N 1.122 2.679 0.057
C 1.921 2.907 -1.021
C 3.237 3.412 -0.918
C 4.108 3.455 -1.995
C 3.703 3.002 -3.242
C 2.400 2.533 -3.388
C 1.509 2.483 -2.323
N 0.182 1.988 -2.476
C -0.096 1.257 -3.693
C -0.831 3.015 -2.249
H 2.143 1.313 4.276
H 1.868 -0.105 3.239
H 2.848 1.251 2.643
H -0.369 1.612 4.459
H -1.296 1.583 2.944
H -0.460 0.131 3.482
H 0.728 3.443 4.525
H 1.010 5.884 4.270
H 1.398 6.812 1.985
H 1.503 5.319 0.049
H 3.581 3.725 0.062
H 5.117 3.827 -1.851
H 4.375 3.019 -4.091
H 2.075 2.199 -4.365
H -0.135 1.903 -4.588
H 0.661 0.489 -3.854
H -1.067 0.770 -3.591
H -0.818 3.761 -3.061
H -1.818 2.552 -2.216
H -0.634 3.513 -1.303
C 3.262 -1.431 -3.867
Sb 1.799 -2.197 -2.450
C 3.281 -3.526 -1.597
C 1.079 -3.624 -3.897
H 3.744 -2.265 -4.381
H 4.019 -0.847 -3.341
H 2.787 -0.783 -4.605
H 3.674 -4.189 -2.369
H 2.848 -4.122 -0.792
H 4.097 -2.927 -1.187
H 1.840 -4.389 -4.059
H 0.886 -3.106 -4.837
H 0.158 -4.087 -3.554
*
```

## Properties
- Frontier orbital gap: 5.4 eV
- HOMO: -3.44 eV

Results of the Mulliken charge analysis, in e, for atoms 1 through 99: atom 1 (Rb): 0.260, atom 2 (I): 0.006, atom 3 (C): -0.554, atom 4 (C): -0.371, atom 5 (C): 0.011, atom 6 (I): 0.063, atom 7 (C): -0.700, atom 8 (O): 0.477, atom 9 (C): 1.018, atom 10 (C): -2.023, atom 11 (N): 0.227, atom 12 (C): -0.152, atom 13 (C): 0.589, atom 14 (C): -0.884, atom 15 (C): -0.713, atom 16 (C): -1.265, atom 17 (C): -0.329, atom 18 (N): 0.627, atom 19 (C): -0.234, atom 20 (H): 0.478, atom 21 (H): 0.602, atom 22 (H): 0.245, atom 23 (H): -0.408, atom 24 (H): -0.414, atom 25 (H): 0.564, atom 26 (H): 0.456, atom 27 (H): 0.408, atom 28 (H): 0.567, atom 29 (H): 0.621, atom 30 (H): 0.370, atom 31 (C): -1.017, atom 32 (C): -0.991, atom 33 (C): -0.971, atom 34 (C): -0.009, atom 35 (N): 1.715, atom 36 (C): -0.599, atom 37 (C): 0.603, atom 38 (C): -0.816, atom 39 (C): -1.098, atom 40 (C): -0.906, atom 41 (C): -0.159, atom 42 (N): 1.076, atom 43 (C): 1.150, atom 44 (C): -1.451, atom 45 (C): -0.390, atom 46 (C): -1.085, atom 47 (C): 0.213, atom 48 (N): 0.297, atom 49 (H): 0.609, atom 50 (H): 0.420, atom 51 (H): 0.498, atom 52 (H): 0.402, atom 53 (H): 0.444, atom 54 (H): 0.401, atom 55 (H): 0.476, atom 56 (H): 0.334, atom 57 (H): 0.506, atom 58 (H): 0.390, atom 59 (H): 0.180, atom 60 (C): -0.870, atom 61 (N): 1.725, atom 62 (C): -0.520, atom 63 (C): -0.607, atom 64 (C): -0.129, atom 65 (C): -1.077, atom 66 (C): -0.890, atom 67 (C): -0.317, atom 68 (C): -1.038, atom 69 (N): 2.144, atom 70 (C): -1.179, atom 71 (C): -0.448, atom 72 (C): -0.903, atom 73 (C): -0.961, atom 74 (C): -0.096, atom 75 (C): 0.305, atom 76 (N): 1.295, atom 77 (C): -0.750, atom 78 (C): -0.709, atom 79 (H): 0.396, atom 80 (H): -0.024, atom 81 (H): 0.233, atom 82 (H): 0.338, atom 83 (H): 0.030, atom 84 (H): 0.022, atom 85 (H): 0.301, atom 86 (H): 0.399, atom 87 (H): 0.383, atom 88 (H): 0.436, atom 89 (H): 0.463, atom 90 (H): 0.400, atom 91 (H): 0.372, atom 92 (H): 0.384, atom 93 (H): 0.311, atom 94 (H): 0.111, atom 95 (H): -0.162, atom 96 (H): 0.267, atom 97 (H): 0.298, atom 98 (H): -0.108, atom 99 (C): -1.406

***

3.
A 12-piece molecular cluster, C16H18Cl34N2OP overall. Source: the Open Molecules 2025 dataset; level of theory: wB97M-V/def2-TZVPD.

Structure (ORCA input):
```
! RIJCOSX wB97M-V def2-TZVPD def2/J DEFGRID3
* xyz 1 1
N 6.216 2.315 3.809
P 5.400 1.898 2.309
O 5.803 0.275 1.831
N 3.618 1.816 2.542
C 2.888 3.061 2.429
C 1.333 3.132 2.558
C 0.561 1.810 2.821
Cl -1.256 1.912 2.963
C 1.382 0.481 2.962
C 2.934 0.545 2.794
H 7.025 2.903 3.514
H 5.655 2.927 4.422
H 5.720 0.331 0.840
H 3.457 4.040 2.221
H 0.831 4.149 2.441
H 0.822 -0.497 3.146
H 3.502 -0.451 2.866
C 2.331 1.563 -1.632
Cl 1.571 1.809 -0.051
Cl 1.777 2.785 -2.784
Cl 4.096 1.601 -1.484
H 2.040 0.585 -2.005
C -0.960 5.589 -3.538
Cl -2.607 4.945 -3.593
Cl -0.354 5.604 -1.875
Cl 0.112 4.644 -4.583
H -0.980 6.614 -3.904
C 6.270 -3.048 -0.084
Cl 7.466 -4.345 0.040
Cl 6.356 -2.271 -1.672
Cl 4.641 -3.673 0.215
H 6.495 -2.301 0.675
C -2.783 -1.850 1.840
Cl -1.105 -1.335 2.076
Cl -3.878 -0.462 1.929
Cl -2.962 -2.688 0.294
H -3.044 -2.544 2.638
C -2.001 5.323 -7.531
Cl -1.952 3.974 -8.675
Cl -0.811 6.556 -7.972
Cl -3.626 6.022 -7.464
H -1.751 4.943 -6.542
C -3.217 -0.542 5.557
Cl -3.342 -2.307 5.568
Cl -3.920 0.141 7.028
Cl -1.528 -0.041 5.384
H -3.775 -0.164 4.702
C 2.026 -3.180 -3.222
Cl 2.308 -4.667 -2.312
Cl 1.787 -1.819 -2.115
Cl 3.371 -2.858 -4.324
H 1.121 -3.305 -3.813
C -4.454 -5.573 8.042
Cl -6.109 -6.195 8.006
Cl -3.835 -5.544 9.699
Cl -3.401 -6.545 7.002
H -4.463 -4.553 7.662
C -2.486 -5.631 -2.340
Cl -0.808 -5.122 -2.101
Cl -3.579 -4.240 -2.255
Cl -2.667 -6.469 -3.887
H -2.751 -6.323 -1.542
C 1.541 -5.163 2.439
Cl 1.164 -6.884 2.585
Cl 1.974 -4.759 0.773
Cl 0.174 -4.177 2.980
H 2.395 -4.944 3.078
C -7.445 6.447 -8.632
Cl -7.302 5.647 -10.203
Cl -8.132 8.067 -8.818
Cl -8.428 5.477 -7.526
H -6.448 6.545 -8.207
*
```

## Properties
- Frontier orbital gap: 7.1 eV
- HOMO: -12.04 eV

In the Mulliken picture, each atom carries the following charge in e: atom 1 (N): -0.601, atom 2 (P): 0.139, atom 3 (O): -0.499, atom 4 (N): 0.302, atom 5 (C): -0.081, atom 6 (C): -0.627, atom 7 (C): 0.533, atom 8 (Cl): -0.034, atom 9 (C): -0.196, atom 10 (C): -0.495, atom 11 (H): 0.319, atom 12 (H): 0.297, atom 13 (H): 0.346, atom 14 (H): 0.338, atom 15 (H): 0.363, atom 16 (H): 0.381, atom 17 (H): 0.413, atom 18 (C): 0.500, atom 19 (Cl): 0.041, atom 20 (Cl): -0.063, atom 21 (Cl): -0.138, atom 22 (H): -0.231, atom 23 (C): 0.064, atom 24 (Cl): -0.114, atom 25 (Cl): -0.103, atom 26 (Cl): -0.145, atom 27 (H): 0.345, atom 28 (C): 0.064, atom 29 (Cl): -0.118, atom 30 (Cl): -0.116, atom 31 (Cl): 0.004, atom 32 (H): 0.138, atom 33 (C): -0.096, atom 34 (Cl): 0.111, atom 35 (Cl): -0.149, atom 36 (Cl): -0.006, atom 37 (H): 0.180, atom 38 (C): 0.452, atom 39 (Cl): -0.126, atom 40 (Cl): -0.119, atom 41 (Cl): -0.098, atom 42 (H): -0.135, atom 43 (C): 0.223, atom 44 (Cl): -0.109, atom 45 (Cl): -0.117, atom 46 (Cl): -0.082, atom 47 (H): 0.085, atom 48 (C): -0.096, atom 49 (Cl): -0.108, atom 50 (Cl): -0.070, atom 51 (Cl): -0.114, atom 52 (H): 0.348, atom 53 (C): 0.266, atom 54 (Cl): -0.113, atom 55 (Cl): -0.116, atom 56 (Cl): -0.124, atom 57 (H): 0.082, atom 58 (C): -0.030, atom 59 (Cl): -0.007, atom 60 (Cl): -0.142, atom 61 (Cl): -0.124, atom 62 (H): 0.314, atom 63 (C): -0.154, atom 64 (Cl): -0.116, atom 65 (Cl): 0.047, atom 66 (Cl): -0.079, atom 67 (H): 0.286, atom 68 (C): 0.449, atom 69 (Cl): -0.114, atom 70 (Cl): -0.119, atom 71 (Cl): -0.121, atom 72 (H): -0.084

***

4.
C7H10 in the gas phase. Source: the Open Molecules 2025 dataset; level of theory: wB97M-V/def2-TZVPD.

Structure (ORCA input):
```
! RIJCOSX wB97M-V def2-TZVPD def2/J DEFGRID3
* xyz 0 1
C 1.718 0.761 0.597
C 1.495 -0.701 0.368
C 0.586 -0.896 -0.848
C -0.483 -0.043 -0.130
C -1.938 -0.380 -0.106
C -1.482 0.970 -0.599
C 0.433 0.135 1.059
H 1.718 1.441 -0.256
H 2.428 1.018 1.378
H 2.137 -1.460 0.805
H 0.251 -1.932 -0.960
H 0.986 -0.540 -1.805
H -2.274 -1.084 -0.865
H -2.467 -0.454 0.840
H -1.600 1.212 -1.652
H -1.638 1.813 0.072
H 0.131 0.140 2.103
*
```

## Properties
- Frontier orbital gap: 10.5 eV
- SMILES string: C1[C@@H]2CC3(CC3)[C@H]12
- HOMO: -9.32 eV

In the Mulliken picture, each atom carries the following charge in e: atom 1 (C): -0.671, atom 2 (C): -0.148, atom 3 (C): -0.847, atom 4 (C): 0.758, atom 5 (C): -0.659, atom 6 (C): -0.655, atom 7 (C): -0.575, atom 8 (H): 0.169, atom 9 (H): 0.262, atom 10 (H): 0.372, atom 11 (H): 0.314, atom 12 (H): 0.280, atom 13 (H): 0.248, atom 14 (H): 0.249, atom 15 (H): 0.243, atom 16 (H): 0.240, atom 17 (H): 0.419

***

| no. | F_max (eV/A) |
| --- | --- |
| 1 | 6.99 |
| 2 | 0.55 |
| 3 | 4.23 |
| 4 | 0.32 |